Formula: HNO2S
Source: the Open Molecules 2025 dataset
Level of theory: ωB97M-V/def2-TZVPD

```
5
Properties=species:S:1:pos:R:3:forces:R:3
O -0.106778 1.307032 -0.012323 -0.1 -2.4 0.5
N 0.484752 -0.003855 -0.370421 0.9 2.4 -2.5
O 0.403205 -0.989187 0.442632 -0.7 -0.8 1.9
S -0.417784 -1.614631 -0.998046 -0.1 1.2 0.6
H -0.363394 1.300642 0.938160 0.0 -0.4 -0.5
```
Forces are in eV/Å.

Calculated values
Orbital gap (spin up / spin down)   8.67 / 8.67 eV
2S+1   1
Energy relative to the best compared isomer or geometry (same formula, charge and spin)   380.1 kJ/mol
Energy   -603.81566 Ha
SMILES   On1os1
HOMO energy (spin up / spin down)   -9.63 / -9.63 eV